Record 1
8
Properties=species:S:1:pos:R:3:nbo_charge:R:1 method="wB97M-V/def2-TZVPD" total_energy_ev=-12985.2948 max_force_ev_per_a=1.53 lumo_ev="7.414 / 7.393" total_charge=-2 s_squared=0.75 multiplicity=2
S 1.14 -2.51 -2.44 -1.09
H 0.85 -2.92 -1.19 0.09
C -0.14 0.99 1.28 -0.79
C -0.44 0.84 -0.07 -0.72
H -0.77 1.67 1.88 0.08
H 0.35 0.25 1.91 0.13
H -0.30 -0.04 -0.71 0.18
H -0.70 1.72 -0.66 0.12

Record 2
8
Properties=species:S:1:pos:R:3:nbo_charge:R:1 method="wB97M-V/def2-TZVPD" total_energy_ev=-2170.8598 max_force_ev_per_a=2.11 lumo_ev=1.339 smiles=CC
C 0.26 -0.30 0.66 -0.63
C -0.27 0.32 -0.68 -0.61
H -0.50 -0.90 1.18 0.20
H 0.67 0.24 1.51 0.21
H 1.07 -1.03 0.46 0.20
H 0.48 0.06 -1.40 0.21
H -1.25 -0.07 -0.97 0.21
H -0.36 1.39 -0.53 0.21